DFT (wB97M-V/def2-TZVPD) results for 11 unconnected molecules or ions with the total composition C40H81N7O4.

- spin multiplicity = 1
- structure (SMILES) = CC(C)O.CC(C)O.CC(C)O.CC(C)O.CCCC#N.CCCC#N.CCCC#N.CCCC#N.CCCC#N.CCCC#N.CCCC#N
- HOMO energy (eV) = -10.2
- LUMO level (eV) = 0.34
- net charge = 0

Cartesian coordinates (Å):
C: 3.0567 -1.5971 4.7660
C: 2.8968 -0.5606 3.5972
C: 3.7845 -0.8666 2.4210
O: 1.5804 -0.4945 3.0300
H: 2.8951 -2.6275 4.5237
H: 2.4715 -1.3539 5.6310
H: 4.0999 -1.5953 5.0633
H: 3.1961 0.4286 3.9108
H: 3.7042 -0.0219 1.7173
H: 3.4481 -1.7708 1.9403
H: 4.8186 -1.0191 2.7445
H: 0.9673 -0.2283 3.7256
C: -3.3644 3.0717 3.6760
C: -2.1376 2.9374 2.7915
C: -0.8355 3.0524 3.5171
O: -2.3110 1.6449 2.1231
H: -4.2252 3.1029 3.0059
H: -3.3639 4.0450 4.2367
H: -3.3819 2.2692 4.4371
H: -2.1470 3.7214 2.0349
H: -0.8920 2.2226 4.3134
H: -0.6513 3.9435 4.0806
H: 0.0550 2.8345 2.9288
H: -1.4820 1.4680 1.6066
C: -0.8771 3.8658 -0.5296
C: -0.5121 3.8804 -2.0016
C: -0.7515 5.2778 -2.5538
O: 0.8774 3.5749 -2.0837
H: -0.2897 4.6460 0.0063
H: -0.6151 2.9011 -0.0526
H: -1.9379 3.9648 -0.3881
H: -1.0315 3.1122 -2.5517
H: -0.4769 5.1989 -3.6072
H: -0.1220 5.8996 -1.9438
H: -1.7569 5.6353 -2.5983
H: 1.2798 4.2350 -2.6764
C: -1.0195 0.3171 -1.0238
C: 0.1045 -0.1101 -0.1148
C: 1.3876 -0.1459 -0.9152
O: 0.1867 0.7965 0.9577
H: -1.9152 0.8029 -0.5791
H: -1.3642 -0.5527 -1.5414
H: -0.6314 0.9953 -1.8010
H: -0.0460 -1.1220 0.2933
H: 1.2249 -0.8188 -1.7625
H: 2.2703 -0.4926 -0.3464
H: 1.6483 0.8924 -1.2153
H: 0.8681 0.4241 1.6073
C: -2.5597 -2.0253 1.6709
C: -3.2634 -2.0933 3.0068
C: -3.1506 -0.8068 3.8839
C: -1.8220 -0.6431 4.4478
N: -0.7932 -0.5028 4.9091
H: -2.9300 -1.1484 1.2001
H: -2.8957 -2.8366 1.0651
H: -1.5252 -1.8367 1.8650
H: -2.7869 -2.8750 3.6550
H: -4.3663 -2.2771 2.9152
H: -3.8831 -0.7753 4.6901
H: -3.3851 0.0952 3.2546
C: 5.0385 2.9045 -0.0090
C: 3.5381 2.6496 0.1331
C: 2.6996 3.6777 0.8751
C: 3.1642 4.0653 2.2026
N: 3.4695 4.6147 3.1674
H: 5.5313 2.8821 0.9640
H: 5.3345 3.8347 -0.5051
H: 5.4617 2.1041 -0.6488
H: 3.3725 1.7128 0.6370
H: 3.0011 2.5810 -0.8151
H: 1.6362 3.3551 0.9128
H: 2.6742 4.6419 0.3702
C: -0.1959 -5.1335 5.0669
C: 0.7714 -5.0716 3.8975
C: 0.5614 -3.8083 3.0824
C: 1.2318 -3.7923 1.7948
N: 1.7722 -3.8769 0.7674
H: -0.0796 -4.2352 5.6781
H: -0.1075 -6.0247 5.6603
H: -1.2415 -5.0841 4.7583
H: 0.6560 -5.8733 3.2166
H: 1.7766 -5.1677 4.2201
H: 0.7926 -2.8758 3.6261
H: -0.4864 -3.6936 2.8333
C: -1.5684 -0.2406 -5.6443
C: -0.3097 -0.2744 -6.5293
C: 0.7696 0.7079 -6.0821
C: 0.2180 2.0601 -5.8550
N: -0.0273 3.1515 -5.5869
H: -2.1668 0.6919 -5.7516
H: -1.2700 -0.2478 -4.5555
H: -2.1603 -1.1408 -5.8045
H: -0.5848 -0.1274 -7.5585
H: 0.1392 -1.2277 -6.4345
H: 1.5344 0.8517 -6.8241
H: 1.2539 0.3719 -5.1537
C: -0.1673 -3.2571 -3.6684
C: -0.8513 -3.5661 -2.3504
C: -2.4066 -3.8027 -2.4660
C: -2.8220 -5.0124 -3.1730
N: -3.1353 -6.0526 -3.5135
H: 0.8471 -2.9746 -3.4484
H: -0.6730 -2.4118 -4.1987
H: -0.1618 -4.0674 -4.4014
H: -0.7137 -2.6921 -1.6920
H: -0.4302 -4.4230 -1.8464
H: -2.9500 -2.9195 -2.7864
H: -2.7953 -3.9624 -1.4463
C: 5.2553 -0.8788 -1.1849
C: 4.9751 -1.9777 -2.2479
C: 3.9800 -3.0865 -1.7713
C: 4.5366 -3.8533 -0.6458
N: 4.9500 -4.3538 0.2895
H: 5.5540 -1.3263 -0.2350
H: 4.4626 -0.1598 -1.0423
H: 5.9891 -0.2101 -1.6340
H: 5.8966 -2.3906 -2.6300
H: 4.5099 -1.4633 -3.1001
H: 3.7983 -3.8559 -2.5804
H: 3.0545 -2.6346 -1.4168
C: -4.4447 2.9759 -0.7365
C: -5.7188 2.2309 -0.8555
C: -5.9347 1.4950 -2.2817
C: -4.7969 0.6221 -2.6226
N: -3.9413 -0.0894 -2.8901
H: -4.4335 3.4566 0.2554
H: -4.3347 3.7882 -1.4714
H: -3.5623 2.3159 -0.8330
H: -6.5750 2.9615 -0.8471
H: -5.7578 1.3883 -0.1190
H: -5.8466 2.2095 -3.1335
H: -6.8787 0.9558 -2.3457

Atoms 1-3, force components in eV/Å:
C 0.500 1.164 -0.845
C 0.272 -1.068 0.041
C 0.302 0.167 -0.009

---

DFT (wB97M-V/def2-TZVPD) results for 13 unconnected molecules or ions with the total composition C40H83B6F24N12O2.

- spin multiplicity = 1
- HOMO energy (eV) = -11.0
- LUMO level (eV) = -2.84
- net charge = +1

Cartesian coordinates (Å):
C: 1.6130 0.0337 26.8833
C: 2.2401 0.2995 25.5484
N: 1.3138 0.6065 24.3941
C: 0.4439 1.7095 24.2473
C: -0.2447 1.6163 23.0519
N: 0.1067 0.4141 22.5251
C: 1.1228 -0.1947 23.2969
C: -0.5552 -0.1973 21.3303
H: 1.0180 0.8938 27.1905
H: 2.4393 0.0512 27.5939
H: 0.9847 -0.8546 26.9493
H: 2.8233 -0.5944 25.3277
H: 2.8060 1.2133 25.7295
H: 0.3636 2.5110 24.9668
H: -0.9369 2.2743 22.5477
H: 1.4778 -1.1976 23.1107
H: -0.1366 -1.2032 21.3627
H: -0.3255 0.3457 20.4135
H: -1.6285 -0.3329 21.4639
C: 2.1408 1.6467 16.3298
C: 1.5989 1.6837 14.9034
N: 2.6355 1.8546 13.9753
C: 2.9145 2.9666 13.1863
C: 3.9956 2.7840 12.3715
N: 4.4295 1.4607 12.6007
C: 3.5767 0.9131 13.5922
C: 5.4631 0.7809 11.8727
H: 1.3032 1.9217 16.9710
H: 3.0141 2.2746 16.5061
H: 2.4828 0.6220 16.4750
H: 0.9101 2.4779 14.6153
H: 1.0404 0.7827 14.6495
H: 2.3027 3.8453 13.3280
H: 4.3657 3.4890 11.6418
H: 3.6880 -0.0935 13.9675
H: 6.4197 0.8594 12.3893
H: 5.5554 1.2270 10.8825
H: 5.2715 -0.2918 11.8455
C: 1.3895 -8.1365 14.2530
C: 1.6563 -6.8311 15.0407
N: 0.6769 -5.8621 14.5204
C: 0.8222 -4.9858 13.4383
C: -0.3755 -4.2626 13.2459
N: -1.1791 -4.6282 14.2475
C: -0.6219 -5.5988 15.0315
C: -2.4862 -4.0058 14.4369
H: 0.3401 -8.4192 14.3366
H: 1.9559 -8.9529 14.7011
H: 1.4767 -8.0976 13.1672
H: 2.6833 -6.4702 14.9844
H: 1.4166 -6.9418 16.0982
H: 1.7103 -4.9324 12.8260
H: -0.7507 -3.6385 12.4483
H: -1.1277 -6.1194 15.8312
H: -3.0690 -4.6430 15.1021
H: -3.0124 -3.9819 13.4827
H: -2.4139 -2.9951 14.8385
C: 3.1867 -11.6323 24.4902
C: 3.3895 -11.0110 23.1012
N: 2.5382 -9.8668 22.8871
C: 1.2187 -9.7555 23.0783
C: 0.7967 -8.4141 22.7830
N: 1.8909 -7.8652 22.1648
C: 2.9109 -8.7430 22.2288
C: 1.8755 -6.5654 21.4083
H: 2.3522 -12.3277 24.5809
H: 3.1515 -10.8812 25.2793
H: 4.0528 -12.2626 24.6921
H: 3.1948 -11.7639 22.3374
H: 4.4174 -10.6540 23.0369
H: 0.6091 -10.5927 23.3849
H: -0.1841 -7.9678 22.7111
H: 3.9391 -8.4973 22.0079
H: 1.0756 -5.9459 21.8138
H: 1.6497 -6.8424 20.3785
H: 2.8655 -6.1099 21.3816
C: 7.4162 -8.1864 12.9281
C: 6.4502 -7.1520 13.4460
N: 7.0838 -6.2552 14.4613
C: 6.7544 -4.9204 14.8054
C: 7.4985 -4.5225 15.9382
N: 8.3129 -5.5603 16.2658
C: 7.9930 -6.6537 15.4083
C: 9.1098 -5.6757 17.4218
H: 7.6378 -8.9426 13.6811
H: 8.3816 -7.7522 12.6681
H: 7.0961 -8.7937 12.0815
H: 5.5739 -7.6288 13.8851
H: 6.1200 -6.4750 12.6582
H: 6.0506 -4.3314 14.2361
H: 7.4168 -3.6117 16.5127
H: 8.4857 -7.6139 15.4500
H: 10.0556 -5.1806 17.2019
H: 9.3028 -6.7146 17.6893
H: 8.5939 -5.2634 18.2890
C: 2.9299 -5.0419 18.5469
N: 2.9537 -3.4704 18.6327
C: 2.2315 -3.1704 20.0293
C: 4.3597 -2.9671 18.6616
C: 2.0271 -2.8570 17.5437
C: 2.5978 -2.6296 16.1480
O: 3.1342 -3.7931 15.5829
H: 3.5162 -5.3692 19.4055
H: 3.4787 -5.2737 17.6341
H: 1.9591 -5.5179 18.4087
H: 1.7012 -2.2181 20.0376
H: 2.9431 -3.1810 20.8548
H: 1.6521 -4.0781 20.1981
H: 4.3890 -1.8811 18.7502
H: 4.8157 -3.2795 17.7221
H: 4.7572 -3.5230 19.5108
H: 1.8271 -1.8538 17.9201
H: 1.1213 -3.4607 17.5995
H: 3.3837 -1.8748 16.1202
H: 1.7780 -2.3523 15.4853
H: 3.3766 -3.6643 14.6630
C: 4.2401 4.3284 21.3373
N: 3.6360 3.2206 20.5288
C: 2.2573 2.8354 21.1885
C: 3.2283 3.7434 19.1494
C: 4.6937 2.0876 20.4491
C: 4.1263 0.8062 19.7803
O: 3.1074 0.1387 20.4901
H: 3.4710 5.0916 21.4560
H: 5.1582 4.7524 20.9305
H: 4.3879 3.9836 22.3607
H: 1.6958 2.1934 20.5099
H: 1.7605 3.7866 21.3796
H: 2.4437 2.2768 22.1057
H: 2.5675 4.6064 19.2310
H: 2.6416 2.9311 18.7203
H: 4.1405 4.0489 18.6368
H: 5.0070 1.8535 21.4665
H: 5.5007 2.4444 19.8092
H: 4.9637 0.1211 19.6476
H: 3.7955 1.0292 18.7660
H: 3.5050 -0.2244 21.2849
B: -0.1689 -3.4729 23.4581
F: 0.6248 -3.6922 22.3490
F: -1.2481 -2.7875 23.0269
F: -0.5853 -4.6534 23.9882
F: 0.4477 -2.6962 24.4007
B: -1.6121 -1.2637 18.2133
F: -0.4920 -0.4035 17.9289
F: -1.8599 -2.1586 17.1811
F: -1.3351 -2.1015 19.3559
F: -2.7401 -0.4893 18.4612
B: 3.9660 -3.3353 11.9453
F: 2.6532 -3.2878 11.6218
F: 4.1848 -2.8253 13.2031
F: 4.3627 -4.6608 11.7218
F: 4.5361 -2.5267 10.9728
B: 6.1108 -0.0025 15.9362
F: 6.1168 -0.4333 14.6608
F: 4.9282 0.6186 16.1183
F: 6.2419 -0.9791 16.8871
F: 7.1988 0.8028 16.1546
B: 5.9074 -7.6169 18.9211
F: 4.8180 -7.9753 19.6524
F: 6.0908 -6.2721 19.0833
F: 6.9956 -8.2866 19.4021
F: 5.7011 -7.7944 17.5190
B: -0.4382 -7.0335 18.6594
F: -1.4420 -7.8801 18.2177
F: -0.6067 -6.8217 19.9959
F: 0.7916 -7.5905 18.2961
F: -0.6155 -5.7820 18.1170

Atoms 1-3, force components in eV/Å:
C -0.992 0.626 0.486
C -0.503 0.345 -0.259
N -1.058 -0.539 -1.497

---

Max |F| values, unit eV/Å, following the record order: 3.42, 6.60.